[1]
{"formula": "C2HN5O", "method": "the ωB97M-V functional and the def2-TZVPD basis", "de_lowest_kcal_mol": 96.7, "e_homo_ev": -9.681, "smiles": "O=c1nncnnn1", "elements": ["O", "C", "N", "N", "C", "N", "N", "N", "H"], "xyz": [[2.164, -0.075, 0.709], [1.208, -0.276, 0.000], [0.731, 1.001, -0.659], [-0.370, 1.349, -0.319], [-1.357, 0.798, 0.391], [-1.787, -0.414, 0.455], [-0.906, -1.279, -0.267], [0.275, -1.215, -0.471], [-2.027, 1.378, 0.804]]}



[2]
{"formula": "C46H66BIrN8O3PSSi", "method": "the ωB97M-V functional and the def2-TZVPD basis", "total_charge": 1, "de_lowest_kcal_mol": 55.7, "e_homo_ev": -9.539, "elements": ["Ir", "C", "C", "C", "C", "N", "N", "B", "N", "C", "C", "C", "C", "N", "N", "C", "C", "C", "C", "N", "N", "C", "C", "C", "C", "N", "H", "H", "H", "H", "H", "H", "H", "H", "H", "H", "H", "H", "H", "H", "H", "H", "H", "H", "H", "H", "C", "P", "C", "C", "H", "H", "H", "H", "H", "H", "H", "H", "H", "C", "C", "C", "C", "O", "Si", "S", "O", "C", "C", "C", "C", "O", "C", "C", "C", "C", "H", "H", "H", "H", "H", "H", "H", "H", "H", "H", "H", "H", "H", "H", "H", "H", "H", "H", "H", "H", "H", "H", "H", "H", "H", "H", "H", "C", "C", "C", "C", "C", "C", "C", "C", "C", "C", "C", "C", "C", "C", "C", "H", "H", "H", "H", "H", "H", "H", "H", "H", "H"], "xyz": [[-1.257, 0.461, 0.699], [-3.456, -0.458, 3.594], [-3.036, 0.959, 3.487], [-3.420, 2.003, 4.338], [-2.662, 3.077, 3.939], [-1.885, 2.697, 2.913], [-2.142, 1.404, 2.612], [-0.674, 3.402, 2.271], [-1.029, 3.580, 0.786], [-1.181, 4.725, 0.109], [-1.616, 4.426, -1.163], [-1.710, 3.035, -1.197], [-2.108, 2.185, -2.343], [-1.373, 2.548, 0.002], [0.514, 2.446, 2.491], [1.569, 2.646, 3.300], [2.213, 1.445, 3.481], [1.473, 0.520, 2.735], [1.673, -0.941, 2.635], [0.463, 1.154, 2.153], [-0.229, 4.746, 2.802], [-0.351, 5.448, 3.952], [0.531, 6.502, 3.911], [1.198, 6.368, 2.677], [2.286, 7.202, 2.102], [0.730, 5.313, 2.045], [-2.943, -0.917, 4.441], [-3.195, -1.014, 2.699], [-4.525, -0.529, 3.790], [-4.140, 1.967, 5.129], [-2.651, 4.080, 4.307], [-0.956, 5.673, 0.550], [-1.835, 5.116, -1.952], [-1.853, 2.679, -3.277], [-3.182, 2.011, -2.337], [-1.590, 1.231, -2.270], [1.799, 3.610, 3.702], [3.084, 1.250, 4.068], [2.724, -1.189, 2.747], [1.309, -1.305, 1.680], [1.110, -1.436, 3.425], [-1.025, 5.170, 4.734], [0.673, 7.265, 4.649], [2.367, 8.143, 2.639], [2.091, 7.393, 1.049], [3.234, 6.667, 2.175], [-4.798, -1.405, 0.513], [-3.803, -0.087, -0.311], [-4.974, 1.305, -0.033], [-4.172, -0.529, -2.071], [-5.669, -1.639, -0.097], [-5.139, -1.049, 1.481], [-4.196, -2.300, 0.656], [-5.954, 1.057, -0.442], [-4.620, 2.224, -0.490], [-5.056, 1.462, 1.041], [-5.097, -0.046, -2.379], [-4.293, -1.605, -2.159], [-3.373, -0.220, -2.736], [3.387, -3.908, -1.067], [2.559, -2.627, -0.998], [3.385, -1.476, -0.430], [2.042, -2.251, -2.380], [1.481, -2.859, -0.079], [-0.007, -3.432, -0.158], [-1.225, -1.887, 0.894], [-0.377, -4.752, 0.664], [-0.074, -5.391, 1.904], [0.086, -4.363, 3.018], [1.222, -6.177, 1.723], [-1.248, -6.328, 2.186], [-0.488, -3.580, -1.672], [-1.575, -4.129, -2.411], [-1.125, -5.470, -2.989], [-2.795, -4.301, -1.514], [-1.855, -3.133, -3.538], [4.207, -3.774, -1.767], [2.764, -4.735, -1.398], [3.800, -4.144, -0.089], [4.161, -1.208, -1.140], [3.849, -1.767, 0.507], [2.750, -0.611, -0.267], [2.872, -1.939, -3.008], [1.338, -1.430, -2.292], [1.539, -3.094, -2.841], [0.941, -3.729, 2.804], [0.244, -4.871, 3.965], [-0.802, -3.742, 3.097], [2.021, -5.499, 1.434], [1.103, -6.933, 0.951], [1.496, -6.664, 2.652], [-2.175, -5.769, 2.289], [-1.072, -6.888, 3.099], [-1.359, -7.027, 1.362], [-0.937, -6.183, -2.192], [-0.211, -5.338, -3.563], [-1.893, -5.871, -3.643], [-2.550, -4.958, -0.684], [-3.621, -4.730, -2.074], [-3.087, -3.331, -1.119], [-0.991, -3.069, -4.195], [-2.034, -2.151, -3.109], [-2.719, -3.447, -4.117], [0.173, 0.481, -0.661], [1.067, 0.984, -1.336], [2.106, 1.520, -2.091], [2.312, 1.056, -3.438], [1.242, 0.511, -4.167], [1.432, 0.025, -5.441], [2.690, 0.059, -6.026], [3.758, 0.589, -5.317], [3.581, 1.077, -4.040], [2.913, 2.545, -1.478], [3.571, 3.512, -2.258], [4.346, 4.485, -1.663], [4.469, 4.540, -0.282], [3.796, 3.613, 0.502], [3.025, 2.633, -0.080], [0.261, 0.493, -3.714], [0.595, -0.381, -5.987], [2.835, -0.335, -7.020], [4.739, 0.616, -5.769], [4.432, 1.434, -3.476], [3.427, 3.517, -3.330], [4.861, 5.210, -2.277], [5.075, 5.306, 0.179], [3.883, 3.651, 1.578], [2.510, 1.904, 0.528]]}



[3]
{"formula": "C26H32MoN3O4S", "method": "the ωB97M-V functional and the def2-TZVPD basis", "total_charge": 1, "de_lowest_kcal_mol": 11.5, "e_homo_ev": -11.407, "elements": ["Mo", "C", "N", "C", "C", "C", "C", "C", "C", "C", "N", "C", "C", "C", "C", "C", "C", "N", "C", "C", "H", "H", "H", "H", "H", "H", "H", "H", "H", "H", "H", "H", "H", "H", "H", "H", "H", "H", "H", "H", "O", "S", "O", "O", "O", "C", "C", "C", "C", "C", "C", "C", "C", "C", "C", "H", "H", "H", "H", "H", "H", "H", "H", "H", "H", "H", "H"], "xyz": [[-0.756, 0.631, 0.140], [-1.111, -1.751, -1.907], [-1.941, -0.732, -1.200], [-2.726, 0.031, -2.220], [-2.824, -1.447, -0.265], [-4.066, -1.938, -0.600], [-4.835, -2.546, 0.383], [-4.351, -2.633, 1.679], [-3.090, -2.150, 2.002], [-2.302, -1.587, 1.011], [-1.007, -1.000, 1.176], [-0.353, -1.175, 2.433], [-0.333, -2.372, 3.135], [0.251, -2.413, 4.391], [0.807, -1.267, 4.949], [0.842, -0.090, 4.218], [0.287, -0.067, 2.951], [0.459, 1.061, 2.023], [0.017, 2.355, 2.639], [1.929, 1.175, 1.753], [-1.770, -2.423, -2.460], [-0.542, -2.321, -1.178], [-0.433, -1.256, -2.596], [-3.301, -0.661, -2.832], [-2.032, 0.556, -2.866], [-3.395, 0.735, -1.739], [-4.463, -1.832, -1.601], [-5.818, -2.925, 0.137], [-4.964, -3.066, 2.458], [-2.747, -2.197, 3.025], [-0.779, -3.260, 2.706], [0.265, -3.345, 4.941], [1.232, -1.294, 5.944], [1.316, 0.790, 4.635], [0.627, 2.568, 3.516], [-1.025, 2.295, 2.926], [0.150, 3.159, 1.920], [2.456, 1.382, 2.683], [2.099, 1.991, 1.058], [2.301, 0.243, 1.338], [-3.897, 2.430, -0.336], [-2.822, 2.474, 0.594], [-2.550, 3.676, 1.299], [-2.616, 1.221, 1.373], [-1.424, 2.216, -0.369], [0.610, 1.529, -3.121], [1.558, 1.288, -1.920], [1.835, 2.691, -1.341], [0.869, 0.380, -0.875], [2.841, 0.586, -2.388], [2.750, -0.537, -3.212], [3.881, -1.237, -3.606], [5.138, -0.826, -3.180], [5.245, 0.287, -2.363], [4.108, 0.986, -1.970], [-0.262, 2.101, -2.803], [0.278, 0.610, -3.601], [1.145, 2.112, -3.871], [0.913, 3.148, -0.983], [2.237, 3.321, -2.135], [2.558, 2.689, -0.530], [1.488, -0.500, -0.689], [1.784, -0.884, -3.564], [3.780, -2.100, -4.252], [6.023, -1.367, -3.487], [6.219, 0.625, -2.030], [4.237, 1.857, -1.343]]}



[4]
{"formula": "C3H3N3", "method": "the ωB97M-V functional and the def2-TZVPD basis", "de_lowest_kcal_mol": 114.5, "e_homo_ev": [-8.552, -8.500], "elements": ["C", "C", "C", "N", "N", "N", "H", "H", "H"], "xyz": [[0.633, -1.220, 0.689], [-1.130, 0.154, 0.502], [-0.456, 0.943, -0.492], [-0.676, -0.761, 1.188], [1.301, -0.457, -0.036], [1.063, 0.677, -0.432], [0.833, -2.227, 0.580], [-1.073, 0.813, -1.423], [-0.495, 2.078, -0.575]]}



[5]
{"formula": "C14H19N3O4", "method": "the ωB97M-V functional and the def2-TZVPD basis", "de_lowest_kcal_mol": 115.6, "e_homo_ev": -8.350, "smiles": "CCOCC(=O)N1CCN(c2ccc([N+](=O)[O-])cc2)CC1", "elements": ["C", "C", "O", "C", "C", "O", "N", "C", "C", "N", "C", "C", "C", "C", "N", "O", "O", "C", "C", "C", "C", "H", "H", "H", "H", "H", "H", "H", "H", "H", "H", "H", "H", "H", "H", "H", "H", "H", "H", "H"], "xyz": [[4.136, 1.318, 2.925], [2.870, 0.507, 3.180], [1.684, 1.124, 2.705], [1.570, 1.185, 1.301], [1.493, -0.176, 0.603], [2.238, -0.446, -0.320], [0.579, -1.059, 1.069], [-0.492, -0.754, 1.988], [-1.764, -0.392, 1.183], [-1.732, -1.067, -0.100], [-1.782, -0.372, -1.277], [-2.539, 0.813, -1.364], [-2.633, 1.511, -2.542], [-1.979, 1.047, -3.681], [-2.077, 1.771, -4.903], [-1.540, 1.301, -5.890], [-2.694, 2.821, -4.896], [-1.238, -0.131, -3.622], [-1.142, -0.828, -2.443], [-1.150, -2.385, -0.002], [0.352, -2.288, 0.330], [3.995, 2.343, 3.259], [4.396, 1.320, 1.870], [4.960, 0.878, 3.479], [2.973, -0.495, 2.740], [2.702, 0.405, 4.255], [2.412, 1.725, 0.850], [0.654, 1.749, 1.098], [-0.664, -1.644, 2.601], [-0.208, 0.063, 2.648], [-1.793, 0.685, 1.023], [-2.658, -0.687, 1.747], [-3.085, 1.169, -0.505], [-3.219, 2.415, -2.607], [-0.730, -0.473, -4.511], [-0.538, -1.720, -2.424], [-1.316, -2.942, -0.922], [-1.679, -2.908, 0.801], [0.672, -3.149, 0.925], [0.967, -2.234, -0.571]]}



[6]
{"formula": "C32H32NO6S", "method": "the ωB97M-V functional and the def2-TZVPD basis", "total_charge": -1, "e_homo_ev": -3.790, "elements": ["C", "C", "C", "O", "C", "O", "C", "C", "C", "C", "C", "C", "N", "C", "C", "C", "C", "C", "C", "C", "C", "C", "O", "O", "H", "H", "H", "H", "H", "H", "H", "H", "H", "H", "H", "H", "H", "H", "H", "H", "H", "H", "H", "H", "H", "C", "C", "C", "C", "S", "C", "C", "C", "C", "C", "C", "C", "O", "O", "C", "C", "H", "H", "H", "H", "H", "H", "H", "H", "H", "H", "H"], "xyz": [[3.832, -1.895, -2.777], [4.217, -1.317, -1.425], [5.502, -1.892, -0.839], [4.330, 0.103, -1.468], [3.163, 0.844, -1.547], [3.239, 2.003, -1.884], [1.888, 0.208, -1.160], [0.752, 0.987, -0.865], [-0.575, 0.539, -1.330], [-0.820, -0.750, -1.874], [-2.114, -1.268, -1.965], [-3.227, -0.432, -1.656], [-4.501, -0.920, -1.701], [-4.817, -2.218, -2.268], [-3.712, -3.223, -2.006], [-2.354, -2.669, -2.431], [-5.661, -0.050, -1.620], [-5.403, 1.140, -0.719], [-4.145, 1.875, -1.177], [-2.993, 0.941, -1.355], [-1.686, 1.402, -1.279], [1.962, -1.111, -0.522], [1.064, -1.635, 0.099], [3.202, -1.715, -0.445], [2.885, -1.466, -3.132], [4.637, -1.682, -3.492], [3.723, -2.981, -2.676], [5.679, -1.446, 0.145], [5.399, -2.973, -0.721], [6.353, -1.680, -1.486], [0.927, 2.074, -0.789], [0.023, -1.386, -2.166], [-5.761, -2.548, -1.802], [-4.989, -2.114, -3.360], [-3.683, -3.473, -0.940], [-3.946, -4.133, -2.563], [-2.313, -2.697, -3.530], [-1.549, -3.321, -2.074], [-5.937, 0.293, -2.636], [-6.488, -0.656, -1.227], [-6.270, 1.805, -0.761], [-5.267, 0.812, 0.320], [-4.371, 2.373, -2.134], [-3.887, 2.672, -0.470], [-1.505, 2.459, -1.084], [4.436, -1.609, 4.592], [4.103, -0.345, 5.113], [3.395, 0.581, 4.340], [2.983, 0.211, 3.051], [2.414, 1.478, 1.895], [0.825, 1.065, 1.260], [-0.235, 2.042, 1.552], [-1.482, 1.568, 1.994], [-2.558, 2.439, 2.137], [-2.412, 3.794, 1.818], [-1.156, 4.285, 1.434], [-0.070, 3.422, 1.305], [2.329, 2.686, 2.688], [3.400, 1.372, 0.848], [3.248, -1.065, 2.562], [3.999, -1.970, 3.311], [5.054, -2.295, 5.180], [4.427, -0.053, 6.114], [3.189, 1.588, 4.710], [0.614, 0.015, 1.519], [-1.563, 0.498, 2.214], [-3.514, 2.043, 2.507], [-3.262, 4.471, 1.924], [-1.028, 5.355, 1.252], [0.909, 3.834, 1.034], [2.892, -1.362, 1.584], [4.262, -2.926, 2.855]]}



- Number 2 is which compound?
  C46H66BIrN8O3PSSi